DFT (ωB97M-V/def2-TZVPD) results for the ion C3H5N4 with charge +1 in a non-equilibrium geometry.

The geometry in XYZ format:
```
12
Properties=species:S:1:pos:R:3:nbo_charge:R:1
C 1.92 2.15 -0.80 0.385
C 1.39 1.17 -0.08 -0.120
C -1.50 -0.69 -0.72 -0.452
N 0.27 0.85 -0.82 -0.016
N 1.47 0.29 1.01 -0.421
N 0.26 -0.43 0.94 -0.234
N -0.31 -0.08 -0.23 0.166
H -2.04 -1.18 0.09 0.257
H -1.26 -1.43 -1.49 0.271
H -2.13 0.08 -1.17 0.283
H 1.73 0.63 1.93 0.439
H 0.20 -1.35 1.35 0.443
```

As for the LUMO energy: -5.687 eV. The multiplicity is 1. Its energy above the lowest of the compared OMol25 structures with the same formula, charge and spin is 177.7 kcal/mol. For the total energy, the calculation gives -9137.3011 eV. The value obtained for the HOMO-LUMO gap is 7.788 eV. Its charge is +1.

=====

DFT (ωB97M-V/def2-TZVPD) results for the molecule C8H8Cl3NOS in a non-equilibrium geometry.

The geometry in XYZ format:
```
22
Properties=species:S:1:pos:R:3:lowdin_spin:R:1
C 0.73 1.61 -3.06 0.007
C 1.62 0.77 -2.40 0.000
C -0.48 1.89 -2.50 0.001
C 1.40 0.32 -1.14 0.011
C -0.71 1.56 -1.17 0.009
C 0.24 0.74 -0.44 0.002
C -0.55 -0.65 3.54 1.126
C -1.25 -2.29 0.84 -0.026
N 0.06 0.34 0.85 0.042
O -0.55 0.60 3.73 0.303
S 0.22 -1.04 1.55 0.274
Cl -1.12 -2.31 -0.97 0.003
Cl -2.82 -1.56 1.43 0.030
Cl -0.91 -3.82 1.64 0.004
H 0.85 2.01 -3.97 0.001
H 2.55 0.33 -2.70 0.000
H -1.20 2.41 -2.95 0.000
H 2.05 -0.30 -0.63 0.006
H -1.74 1.82 -0.75 0.000
H 0.14 -1.34 4.03 0.078
H 0.29 0.81 4.12 0.024
H 1.18 -1.89 0.94 0.104
```

As for the LUMO energy (alpha / beta): -0.024 / -0.982 eV. The multiplicity is 3. For the total energy, the calculation gives -60356.7882 eV. The value obtained for the HOMO-LUMO gap (alpha / beta) is 6.006 / 6.848 eV. Its charge is 0.

=====

DFT (ωB97M-V/def2-TZVPD) results for the molecule C5H10O.

The geometry in XYZ format:
```
16
Properties=species:S:1:pos:R:3:nbo_charge:R:1
C 0.57 -1.40 0.03 -0.614
C 0.87 0.11 0.06 -0.395
C 1.69 0.56 1.25 -0.596
C -0.32 1.02 -0.12 0.310
O -1.38 0.24 -0.06 -0.530
C -2.34 0.57 -1.06 -0.250
H -0.01 -1.67 -0.86 0.208
H -0.03 -1.70 0.90 0.211
H 1.49 -1.98 0.02 0.208
H 1.42 0.37 -0.86 0.233
H 1.16 0.31 2.17 0.204
H 1.84 1.64 1.22 0.223
H 2.67 0.06 1.26 0.210
H -2.66 1.61 -0.99 0.201
H -1.82 0.41 -2.01 0.182
H -3.14 -0.16 -0.96 0.193
```

As for the LUMO energy: 0.790 eV. The multiplicity is 1. Its energy above the lowest of the compared OMol25 structures with the same formula, charge and spin is 79.5 kcal/mol. For the total energy, the calculation gives -7391.3192 eV. The value obtained for the HOMO-LUMO gap is 9.035 eV. Its charge is 0.

=====

DFT (ωB97M-V/def2-TZVPD) results for the molecule C3H4 in a non-equilibrium geometry.

The geometry in XYZ format:
```
7
Properties=species:S:1:pos:R:3:nbo_charge:R:1
C -0.63 1.21 0.55 -0.212
C -0.15 -0.01 0.35 -0.001
C 0.58 -0.88 -0.63 -0.716
H -1.15 1.80 1.21 0.212
H 0.07 -1.84 -0.49 0.234
H 0.48 -0.85 -1.66 0.243
H 1.74 -1.01 -0.64 0.241
```

As for the LUMO energy: 0.584 eV. The multiplicity is 1. Its energy above the lowest of the compared OMol25 structures with the same formula, charge and spin is 40.0 kcal/mol. For the total energy, the calculation gives -3172.1148 eV. The value obtained for the HOMO-LUMO gap is 10.367 eV. Its charge is 0.

=====

DFT (ωB97M-V/def2-TZVPD) results for a cluster of 5 separate species, C8H24ClO8S4 in total in a non-equilibrium geometry.

The geometry in XYZ format:
```
45
Properties=species:S:1:pos:R:3:nbo_charge:R:1
Cl -0.71 -0.17 0.87 2.569
O -1.85 0.35 1.60 -0.886
O -0.19 -1.39 1.45 -0.886
O -1.15 -0.47 -0.46 -0.909
O 0.28 0.84 0.84 -0.877
C 0.92 -0.17 -3.34 -0.815
S 1.18 1.70 -3.51 1.207
O 2.48 2.04 -2.84 -0.955
C 1.45 1.68 -5.35 -0.827
H 1.89 -0.64 -3.50 0.222
H 0.16 -0.61 -3.99 0.216
H 0.62 -0.44 -2.32 0.273
H 1.88 2.64 -5.67 0.234
H 0.57 1.64 -5.98 0.225
H 2.17 0.89 -5.56 0.222
C -2.46 -0.86 6.95 -0.862
S -0.86 -1.22 6.31 1.216
O -0.28 -2.48 6.96 -0.985
C -1.49 -1.84 4.69 -0.789
H -3.18 -1.67 6.85 0.224
H -2.93 -0.07 6.36 0.238
H -2.51 -0.63 8.01 0.232
H -1.86 -2.86 4.82 0.231
H -0.59 -1.70 4.10 0.258
H -2.29 -1.20 4.32 0.234
C 3.30 -0.34 0.27 -0.798
S 4.14 0.22 1.89 1.208
O 5.51 0.75 1.48 -0.980
C 4.44 -1.49 2.59 -0.822
H 2.45 -1.02 0.34 0.247
H 4.03 -0.83 -0.38 0.212
H 3.03 0.58 -0.24 0.253
H 4.88 -2.23 1.93 0.219
H 3.49 -1.98 2.81 0.232
H 5.05 -1.47 3.50 0.226
C -3.26 0.83 -4.85 -0.820
S -3.27 2.46 -3.93 1.130
O -4.76 2.83 -3.72 -0.969
C -2.63 1.84 -2.23 -0.755
H -3.92 0.15 -4.32 0.230
H -2.35 0.30 -5.11 0.227
H -3.86 1.06 -5.74 0.232
H -1.80 1.18 -2.48 0.230
H -3.39 1.13 -1.89 0.239
H -2.34 2.62 -1.54 0.249
```

As for the LUMO energy: 2.291 eV. The multiplicity is 1. Its energy above the lowest of the compared OMol25 structures with the same formula, charge and spin is 24.7 kcal/mol. For the total energy, the calculation gives -80919.2064 eV. The value obtained for the HOMO-LUMO gap is 8.751 eV. Its charge is -1.

=====

DFT (ωB97M-V/def2-TZVPD) results for a cluster of 10 separate species, C28H78N2O12 in total in a non-equilibrium geometry.

The geometry in XYZ format:
```
120
Properties=species:S:1:pos:R:3:lowdin_charge:R:1
C -2.12 -2.11 3.49 -0.074
O -0.84 -2.52 3.95 -0.190
C 0.13 -2.46 2.93 -0.228
C 1.60 -2.34 3.33 -0.201
N 2.14 -3.29 4.30 -0.050
C 1.47 -3.20 5.59 -0.218
C 2.31 -3.85 6.65 -0.211
O 3.41 -2.96 6.95 -0.208
C 4.41 -3.53 7.76 -0.121
H -2.71 -1.80 4.35 0.095
H -2.60 -2.91 2.93 0.086
H -1.98 -1.22 2.87 0.056
H -0.05 -1.53 2.37 0.095
H 0.03 -3.26 2.19 0.122
H 1.67 -1.32 3.73 0.112
H 2.16 -2.44 2.40 0.118
H 3.12 -3.06 4.40 0.106
H 0.47 -3.64 5.62 0.116
H 1.39 -2.14 5.87 0.124
H 2.65 -4.84 6.34 0.122
H 1.79 -3.88 7.62 0.125
H 5.38 -3.35 7.31 0.084
H 4.35 -4.63 7.82 0.080
H 4.31 -3.16 8.78 0.085
C 4.86 3.25 -5.37 -0.103
O 4.07 2.21 -4.81 -0.186
C 3.22 2.68 -3.77 -0.244
C 2.51 1.48 -3.16 -0.193
N 3.52 0.66 -2.47 -0.027
C 2.95 -0.60 -1.97 -0.207
C 4.07 -1.64 -2.10 -0.246
O 4.65 -1.63 -3.37 -0.183
C 5.76 -2.51 -3.46 -0.101
H 5.32 2.86 -6.28 0.086
H 5.58 3.56 -4.61 0.090
H 4.24 4.10 -5.70 0.085
H 2.49 3.44 -4.10 0.108
H 3.73 3.38 -3.10 0.113
H 1.97 0.87 -3.89 0.126
H 1.73 1.87 -2.50 0.093
H 4.15 0.41 -3.23 0.088
H 2.13 -0.96 -2.60 0.075
H 2.58 -0.62 -0.95 0.108
H 3.69 -2.66 -1.90 0.108
H 4.75 -1.54 -1.24 0.125
H 6.63 -2.00 -3.03 0.090
H 5.98 -2.68 -4.51 0.088
H 5.63 -3.42 -2.88 0.086
C -4.22 4.15 -0.31 -0.037
C -3.24 3.44 0.60 -0.512
C -2.14 4.36 1.06 -0.051
O -3.75 2.72 1.69 -0.037
H -5.02 3.53 -0.71 0.066
H -3.70 4.67 -1.10 0.078
H -4.69 4.86 0.38 0.089
H -2.61 2.75 0.01 0.119
H -1.22 3.81 1.24 0.045
H -2.39 4.94 1.95 0.098
H -1.86 5.01 0.24 0.081
H -4.27 1.92 1.55 0.086
C -1.24 -3.64 -3.24 -0.053
C -0.23 -2.78 -2.54 -0.469
C 0.66 -3.59 -1.58 -0.033
O 0.69 -2.33 -3.55 -0.072
H -2.13 -3.99 -2.72 0.072
H -0.73 -4.50 -3.67 0.089
H -1.66 -3.07 -4.07 0.074
H -0.52 -1.93 -1.92 0.101
H 0.04 -3.82 -0.71 0.078
H 1.54 -3.03 -1.28 0.054
H 1.01 -4.53 -2.01 0.084
H 0.21 -1.85 -4.24 0.092
C -5.04 0.48 -1.83 -0.038
C -4.64 -0.86 -2.40 -0.457
C -5.03 -1.04 -3.86 -0.052
O -3.19 -1.02 -2.35 -0.098
H -4.65 1.36 -2.35 0.087
H -4.98 0.54 -0.74 0.074
H -6.13 0.52 -1.92 0.088
H -5.04 -1.76 -1.94 0.125
H -4.64 -0.18 -4.43 0.087
H -6.10 -1.07 -4.08 0.085
H -4.49 -1.87 -4.32 0.081
H -2.87 -0.46 -3.07 0.099
C 0.30 2.44 3.85 -0.040
C -0.76 1.36 3.58 -0.489
C -2.08 1.75 4.24 -0.047
O -0.91 1.22 2.18 -0.065
H -0.06 3.40 3.46 0.074
H 1.21 2.17 3.31 0.081
H 0.46 2.53 4.92 0.085
H -0.35 0.45 4.04 0.125
H -1.97 1.71 5.33 0.084
H -2.90 1.08 3.99 0.072
H -2.31 2.78 3.98 0.073
H -1.50 0.47 2.04 0.069
C 2.21 4.82 -0.50 -0.127
O 0.85 5.03 -0.11 -0.138
H 2.34 3.92 -1.11 0.062
H 2.56 5.72 -1.00 0.081
H 2.78 4.71 0.43 0.079
H 0.52 4.21 0.25 0.029
C -4.16 -3.44 0.10 -0.144
O -3.36 -2.25 0.14 -0.150
H -3.89 -4.25 0.78 0.074
H -5.22 -3.21 0.12 0.076
H -3.88 -3.86 -0.88 0.070
H -3.25 -1.96 -0.78 0.010
C -0.90 4.00 -3.31 -0.147
O -1.45 2.70 -3.08 -0.150
H -0.76 4.52 -2.36 0.069
H -0.02 3.92 -3.97 0.065
H -1.59 4.64 -3.87 0.072
H -1.05 2.45 -2.23 0.014
C -0.19 0.36 -0.80 -0.114
O -0.19 1.79 -0.77 -0.144
H -1.23 0.03 -0.89 0.079
H 0.40 0.03 -1.66 0.057
H 0.26 -0.01 0.12 0.085
H -0.35 1.93 0.18 0.047
```

As for the LUMO energy: 0.507 eV. The multiplicity is 1. Its energy above the lowest of the compared OMol25 structures with the same formula, charge and spin is 36.8 kcal/mol. For the total energy, the calculation gives -57845.1093 eV. The value obtained for the HOMO-LUMO gap is 9.048 eV. Its charge is 0.

=====

DFT (ωB97M-V/def2-TZVPD) results for the molecule Cl3H3Si2 in a non-equilibrium geometry.

The geometry in XYZ format:
```
8
Properties=species:S:1:pos:R:3:nbo_charge:R:1
Cl 2.44 -1.05 -0.41 -0.352
Si 1.10 0.39 -0.22 0.611
Si -1.00 -0.51 0.35 0.882
Cl -1.92 -2.04 -0.51 -0.316
Cl -2.31 1.26 -0.65 -0.482
H 1.87 1.27 0.96 -0.107
H 1.08 1.36 -1.36 -0.109
H -1.27 -0.68 1.84 -0.128
```

As for the LUMO energy: -0.508 eV. The multiplicity is 1. Its energy above the lowest of the compared OMol25 structures with the same formula, charge and spin is 25.5 kcal/mol. For the total energy, the calculation gives -53373.5330 eV. The value obtained for the HOMO-LUMO gap is 10.044 eV. Its charge is 0.

=====

DFT (ωB97M-V/def2-TZVPD) results for a structure of composition C8H11Br3IN2 in a non-equilibrium geometry.

The geometry in XYZ format:
```
25
Properties=species:S:1:pos:R:3:nbo_charge:R:1
C 2.69 0.11 -0.26 -0.668
C 2.05 1.62 -0.03 -0.360
I 1.43 2.04 2.03 0.158
C 0.90 1.90 -1.17 -0.507
C -0.60 1.35 -0.79 0.298
C -0.85 -0.07 0.06 -0.232
C -2.45 -0.37 0.26 -0.197
C -3.59 0.64 -0.33 0.011
N -3.17 1.86 -1.04 -0.132
N -1.84 2.08 -1.21 -0.301
H 3.07 -0.30 0.77 0.253
H 3.65 0.17 -0.96 0.250
H 1.93 -0.62 -0.80 0.211
H 2.94 2.38 -0.27 0.266
H 1.23 1.28 -2.13 0.274
H 0.92 3.03 -1.52 0.265
H 0.03 -0.74 0.45 0.313
H -2.81 -1.33 0.85 0.283
H -4.73 0.36 -0.17 0.288
H -1.63 2.97 -1.77 0.442
C 0.10 -3.76 1.65 -0.490
Br -1.07 -2.55 0.68 0.115
Br 1.48 -4.51 0.50 0.112
Br 0.86 -2.93 3.23 0.110
H -0.52 -4.60 1.99 0.239
```

As for the LUMO energy: -5.134 eV. The multiplicity is 1. Its energy above the lowest of the compared OMol25 structures with the same formula, charge and spin is 174.6 kcal/mol. For the total energy, the calculation gives -229667.0787 eV. The value obtained for the HOMO-LUMO gap is 7.501 eV. Its charge is +1.